# C23H40AgAs3GeN2S2

A structure of composition C23H40AgAs3GeN2S2 in a non-equilibrium geometry (ωB97M-V/def2-TZVPD, OMol25).

Atoms and positions in Å:
Ag1 -0.9175 2.1592 0.9840
C1 -1.1749 -0.4675 3.8107
As1 0.2880 -0.8189 2.5564
C2 1.4140 -1.6890 3.9861
C3 -0.6150 -2.4313 1.8208
C4 0.0384 -3.1301 0.6180
C5 -0.3580 -4.6155 0.6258
C6 -0.4615 -2.5053 -0.6833
As2 -0.3191 -0.5134 -0.8245
C7 1.1687 -0.4378 -2.1375
C8 -1.6965 -0.3738 -2.2138
C9 1.5600 -3.0096 0.7272
As3 2.7398 -4.3505 -0.1197
C10 2.8476 -3.7149 -1.9873
C11 4.3778 -3.4143 0.4782
H1 -1.3841 -1.3524 4.4197
H2 -2.0617 -0.2042 3.2395
H3 -0.9331 0.3699 4.4655
H4 0.9817 -2.6200 4.3529
H5 1.4759 -0.9855 4.8171
H6 2.4302 -1.8784 3.6457
H7 -1.6130 -2.0792 1.5382
H8 -0.7386 -3.1468 2.6417
H9 -1.4399 -4.7249 0.6863
H10 0.0952 -5.1316 1.4755
H11 -0.0098 -5.1007 -0.2915
H12 -1.5290 -2.7303 -0.7795
H13 0.0504 -2.9698 -1.5345
H14 1.0820 -1.2300 -2.8827
H15 2.1400 -0.5019 -1.6491
H16 1.1194 0.5261 -2.6433
H17 -1.4541 -0.9893 -3.0829
H18 -1.7990 0.6673 -2.5313
H19 -2.6573 -0.6887 -1.8100
H20 1.8236 -3.1050 1.7868
H21 1.8598 -2.0017 0.4085
H22 1.9804 -4.0343 -2.5628
H23 3.7375 -4.1266 -2.4661
H24 2.9058 -2.6300 -2.0093
H25 4.5016 -3.5177 1.5562
H26 4.2957 -2.3538 0.2437
H27 5.2681 -3.8146 -0.0074
S1 -3.1122 0.6779 1.0324
C12 -3.9444 1.4079 -0.2858
C13 -4.8504 0.6112 -0.9780
C14 -5.5637 1.0653 -2.0881
C15 -6.4491 0.2117 -2.7413
N1 -7.1720 -0.5321 -3.2521
C16 -5.3722 2.4045 -2.5167
C17 -4.5077 3.2207 -1.7919
C18 -3.7750 2.7690 -0.6964
S2 -2.7393 3.9058 0.0652
C19 -6.0055 2.8924 -3.6615
N2 -6.5055 3.3034 -4.6185
H28 -4.9995 -0.4064 -0.6404
H29 -4.3764 4.2505 -2.0962
C20 1.7801 4.1079 -1.4078
Ge1 2.3082 3.7771 0.4877
C21 2.0710 5.5832 1.3215
C22 4.3425 3.5786 0.4199
C23 1.3224 2.3008 1.3004
H30 2.0935 5.0950 -1.7419
H31 0.6969 4.0570 -1.4755
H32 2.1932 3.3734 -2.0949
H33 2.5084 6.3572 0.6929
H34 2.5240 5.6599 2.3060
H35 1.0117 5.7935 1.4229
H36 4.8113 4.4515 -0.0242
H37 4.6219 2.7075 -0.1679
H38 4.7497 3.4504 1.4212
H39 1.6516 2.2068 2.3430
H40 1.6702 1.3854 0.8000

Force components x, y, z for each atom (eV/Å):
Ag 0.22 0.35 0.11
C -0.16 0.00 0.09
As 0.21 -0.12 0.50
C -0.10 0.08 -0.20
C -0.09 -0.07 0.16
C -0.01 -0.22 -0.09
C 0.09 0.17 -0.06
C -0.02 -0.02 -0.19
As 0.01 -0.10 -0.42
C 0.04 -0.02 0.03
C -0.13 0.07 -0.10
C 0.14 0.14 0.03
As 0.25 0.13 -0.05
C -0.05 0.03 0.11
C -0.05 -0.03 -0.03
H 0.03 0.01 -0.04
H -0.07 0.05 0.01
H 0.09 0.01 -0.06
H -0.11 -0.09 0.01
H -0.04 0.06 0.01
H 0.06 -0.02 -0.11
H -0.01 -0.01 0.06
H 0.03 0.04 0.05
H -0.10 0.01 0.00
H -0.02 -0.05 0.04
H -0.07 -0.07 0.05
H 0.02 0.07 -0.04
H -0.06 0.05 -0.05
H -0.01 -0.04 -0.03
H 0.05 0.00 0.08
H -0.04 0.07 0.02
H 0.07 -0.03 0.00
H 0.04 -0.06 0.08
H 0.03 0.03 0.07
H 0.14 -0.02 -0.09
H 0.13 -0.15 0.08
H -0.06 0.00 0.05
H 0.02 -0.06 0.11
H -0.01 0.07 -0.04
H -0.06 -0.05 0.01
H 0.01 0.07 -0.02
H -0.05 -0.07 -0.05
S 0.53 0.00 0.41
C -0.14 0.02 -0.01
C -0.34 0.13 -0.41
C 0.92 1.17 0.58
C -1.01 -1.14 -0.75
N 0.13 0.20 0.08
C 0.59 -0.76 1.27
C -0.38 -0.20 -0.51
C 0.00 0.05 0.13
S 0.53 -0.02 0.33
C -0.71 0.57 -1.27
N 0.06 -0.06 0.20
H 0.00 -0.01 -0.02
H 0.02 -0.02 -0.05
C 0.03 -0.15 0.35
Ge 0.17 0.12 -0.15
C -0.02 -0.43 -0.08
C -0.69 -0.05 0.11
C 0.16 0.37 -0.32
H 0.11 0.14 0.02
H -0.21 -0.01 0.01
H 0.10 -0.18 -0.05
H 0.10 0.01 -0.15
H 0.09 -0.08 0.20
H -0.24 0.02 0.02
H 0.04 0.25 -0.13
H 0.00 -0.16 -0.10
H 0.00 -0.03 0.16
H -0.13 0.04 0.03
H -0.01 0.04 0.01

## Properties
Orbital gap: 0.2020 Eh
Energy: -10737.49025 hartree
Maximum force: 1.70 eV/A
HOMO level: -1.30 eV
Charge: -2

# C16H18N2O4S

An isolated molecule of C16H18N2O4S in a non-equilibrium geometry (ωB97M-V/def2-TZVPD, OMol25).

Atoms and positions in Å:
C1 -6.3109 -0.8948 1.8004
C2 -6.0939 0.2522 0.8238
O1 -4.7058 0.4833 0.5942
C3 -4.1059 -0.2779 -0.3344
O2 -4.6727 -1.1160 -0.9965
C4 -2.6943 0.0588 -0.4340
S1 -2.0126 1.2795 0.6054
C5 -0.4629 0.9846 -0.1778
N1 0.6119 1.7091 0.2264
C6 1.9414 1.7350 -0.1947
O3 2.6552 2.5825 0.2778
C7 2.3840 0.6676 -1.1580
C8 2.8997 -0.4912 -0.3365
C9 2.0831 -1.5610 -0.0174
C10 2.5493 -2.6070 0.7625
C11 3.8477 -2.5775 1.2329
C12 4.6838 -1.5184 0.9208
C13 4.2222 -0.4680 0.1351
O4 4.9723 0.6009 -0.2405
C14 6.2787 0.7249 0.2609
N2 -0.4955 0.0807 -1.0997
C15 -1.7272 -0.4566 -1.2652
C16 -1.9190 -1.5165 -2.2863
H1 -7.3723 -1.0044 2.0031
H2 -5.7878 -0.6981 2.7333
H3 -5.9362 -1.8218 1.3728
H4 -6.5783 0.0320 -0.1333
H5 -6.4740 1.1927 1.2280
H6 0.4146 2.4106 0.9331
H7 1.5543 0.3475 -1.7828
H8 3.2022 1.0744 -1.7524
H9 1.0716 -1.5717 -0.3923
H10 1.9009 -3.4364 1.0001
H11 4.2228 -3.3834 1.8460
H12 5.6950 -1.5202 1.2958
H13 6.9240 -0.0900 -0.0852
H14 6.6519 1.6707 -0.1286
H15 6.2878 0.7585 1.3548
H16 -1.6466 -1.1301 -3.2669
H17 -2.9522 -1.8473 -2.2935
H18 -1.2623 -2.3569 -2.0671

Force components x, y, z for each atom (eV/Å):
C 0.23 0.24 -0.25
C -0.58 -0.26 0.02
O 0.22 0.15 0.13
C -0.09 -0.27 -0.31
O -0.10 0.09 0.15
C 0.54 0.07 -0.08
S 0.59 -0.23 -0.40
C -1.25 -0.06 0.30
N -0.07 0.52 0.56
C 0.02 0.07 -0.22
O 0.15 0.12 0.02
C 0.29 -0.01 -0.09
C 0.14 0.07 -0.07
C 0.10 -0.05 0.01
C 0.02 -0.13 0.11
C -0.14 -0.06 -0.01
C 0.25 0.24 -0.04
C -0.13 -0.16 0.01
O -0.36 -0.14 -0.09
C 0.25 0.03 0.08
N 0.69 0.00 -0.31
C -1.00 0.16 0.48
C -0.13 -0.04 -0.01
H -0.12 -0.03 0.05
H 0.00 0.00 0.10
H -0.01 -0.07 0.00
H 0.05 0.13 0.17
H 0.05 -0.10 -0.09
H 0.21 -0.10 -0.16
H 0.18 0.03 0.01
H -0.13 0.09 0.02
H -0.05 0.01 -0.04
H -0.06 -0.08 0.02
H 0.04 -0.06 0.05
H 0.10 0.03 0.01
H -0.04 0.03 0.03
H 0.02 -0.08 0.05
H -0.01 -0.02 -0.04
H 0.03 0.01 -0.08
H 0.03 -0.06 -0.07
H 0.06 -0.07 -0.01

## Properties
Orbital gap: 0.3210 Eh
ΔE to the lowest compared entry with this formula, charge and spin: 30.3 kJ/mol
SMILES string: CCOC(=O)c1sc(NC(=O)Cc2ccccc2OC)nc1C
Energy: -1429.19253 hartree
Maximum force: 1.29 eV/A
HOMO level: -8.44 eV
Charge: 0

# C25H27N3O6S

An isolated molecule of C25H27N3O6S in a non-equilibrium geometry (ωB97M-V/def2-TZVPD, OMol25).

Atoms and positions in Å:
C1 6.0113 1.1771 -6.2051
O1 5.8707 1.9192 -5.0183
C2 4.7128 1.8050 -4.3121
C3 3.6345 1.0007 -4.6677
C4 2.5113 0.9604 -3.8645
C5 2.4317 1.7050 -2.6910
C6 1.2202 1.6102 -1.8804
N1 0.0409 1.3630 -2.5285
C7 -0.9545 1.2567 -1.7302
N2 -2.2486 1.1061 -2.1577
C8 -3.3047 0.4813 -1.5265
O2 -4.4373 0.6733 -1.9057
C9 -2.9423 -0.4524 -0.4333
C10 -3.6972 -0.4913 0.7261
C11 -3.3790 -1.3853 1.7369
C12 -2.3188 -2.2630 1.5857
O3 -1.9112 -3.1777 2.5102
C13 -2.4442 -3.1027 3.8140
C14 -2.2280 -1.7567 4.5193
O4 -3.1555 -1.2087 5.0864
N3 -0.9878 -1.2342 4.4939
C15 0.2058 -1.7893 3.8935
C16 0.7122 -0.8280 2.8113
O5 0.9424 0.4604 3.3360
C17 -0.2365 0.9939 3.9006
C18 -0.7611 0.0974 5.0247
C19 -1.5577 -2.2454 0.3927
O6 -0.5221 -3.1289 0.3436
C20 0.3017 -3.1223 -0.7972
C21 -1.8804 -1.3452 -0.6030
S1 -0.5392 1.4632 -0.0269
C22 1.1200 1.6896 -0.5167
C23 2.1760 1.8910 0.5093
C24 3.5070 2.5263 -2.3524
C25 4.6289 2.5738 -3.1498
H1 5.9547 0.1002 -6.0153
H2 6.9998 1.4220 -6.5906
H3 5.2555 1.4560 -6.9463
H4 3.6572 0.4043 -5.5662
H5 1.6730 0.3414 -4.1448
H6 -2.4745 1.5646 -3.0334
H7 -4.5254 0.1889 0.8436
H8 -3.9647 -1.3817 2.6412
H9 -1.9433 -3.8968 4.3763
H10 -3.5230 -3.3013 3.8187
H11 0.0183 -2.7655 3.4544
H12 0.9706 -1.8790 4.6754
H13 1.6666 -1.1742 2.4113
H14 -0.0271 -0.7707 1.9991
H15 0.0280 1.9802 4.2839
H16 -1.0081 1.0972 3.1224
H17 -1.7050 0.4749 5.4182
H18 -0.0198 0.0414 5.8291
H19 1.0651 -3.8757 -0.6106
H20 0.7820 -2.1483 -0.9422
H21 -0.2563 -3.3904 -1.6998
H22 -1.3195 -1.3254 -1.5241
H23 2.3336 2.9544 0.6960
H24 3.1154 1.4568 0.1717
H25 1.8834 1.4321 1.4515
H26 3.4549 3.1552 -1.4787
H27 5.4630 3.2094 -2.8974

Force components x, y, z for each atom (eV/Å):
C 0.01 -0.12 -0.19
O -0.09 0.16 0.28
C -0.09 0.08 0.18
C 0.29 -0.01 -0.24
C 0.00 0.11 0.25
C 0.19 -0.06 -0.22
C -0.10 0.14 1.00
N -0.53 -0.16 -0.69
C 0.60 0.14 1.25
N -0.49 0.11 -0.64
C 0.05 0.08 -0.12
O -0.15 0.00 0.08
C -0.26 -0.36 0.35
C 0.16 0.17 -0.39
C 0.11 -0.22 0.17
C 0.14 -0.04 -0.20
O 0.00 0.06 -0.33
C -0.28 0.00 0.21
C -0.04 -0.28 -0.08
O -0.35 -0.05 0.08
N 0.23 0.23 0.05
C 0.36 -0.02 -0.30
C -0.03 -0.41 0.01
O 0.19 0.08 0.04
C -0.20 0.02 0.31
C -0.08 0.39 -0.13
C 0.00 -0.08 0.09
O -0.37 0.10 0.33
C 0.18 0.02 -0.23
C -0.03 -0.23 0.09
S 0.40 0.18 -0.83
C -0.26 -0.03 -0.35
C 0.03 0.01 0.09
C -0.07 -0.12 -0.13
C 0.21 -0.06 -0.20
H -0.01 0.05 -0.01
H -0.08 -0.05 -0.01
H 0.02 -0.02 0.03
H 0.04 -0.04 -0.08
H -0.07 -0.04 -0.04
H -0.03 -0.08 0.15
H -0.11 0.06 0.00
H -0.04 -0.03 0.15
H -0.08 0.09 -0.06
H 0.19 0.10 0.03
H 0.05 0.06 0.06
H -0.03 -0.03 -0.08
H -0.06 -0.04 -0.03
H 0.08 -0.04 0.05
H -0.09 -0.02 -0.01
H 0.02 0.00 0.08
H 0.14 -0.01 0.00
H -0.05 0.03 -0.02
H -0.03 0.05 -0.06
H -0.04 -0.01 0.00
H 0.01 0.03 0.03
H 0.11 -0.02 -0.04
H 0.09 0.04 0.05
H 0.07 0.00 0.04
H 0.09 -0.01 0.07
H 0.00 0.07 0.11
H 0.10 0.08 0.03

## Properties
Orbital gap: 0.3063 Eh
ΔE to the lowest compared entry with this formula, charge and spin: 244.7 kJ/mol
SMILES string: COc1ccc(-c2nc(NC(=O)c3ccc(OCC(=O)N4CCOCC4)c(OC)c3)sc2C)cc1
Energy: -1982.76025 hartree
Maximum force: 1.39 eV/A
HOMO level: -7.83 eV
Charge: 0

# C8H9O8PSm

A structure of composition C8H9O8PSm in a non-equilibrium geometry (ωB97M-V/def2-TZVPD, OMol25).

Atoms and positions in Å:
O1 -5.3976 -1.7228 1.1829
C1 -4.2994 -1.6899 0.8001
Sm1 -0.5084 0.4971 -1.2043
O2 -3.9547 -0.0426 -2.6988
C2 -3.0193 0.1609 -2.0434
C3 -1.1543 1.7166 -3.3156
O3 -1.6161 2.2628 -4.2377
C4 -1.1677 -1.7210 -2.4087
O4 -1.4702 -2.6503 -3.0332
C5 -2.3175 2.0530 -0.1461
O5 -3.0189 2.8711 0.3151
C6 2.4666 -1.3134 -1.1811
O6 1.6266 -0.1734 -0.9365
P1 1.9481 1.2354 0.3016
O7 2.9164 0.5256 1.3470
C7 2.6180 -0.6673 2.1439
O8 0.3236 0.9464 1.0429
C8 0.1144 1.2570 2.4583
H1 2.5456 -1.4104 -2.2706
H2 1.9935 -2.2199 -0.7615
H3 3.4633 -1.1167 -0.7769
H4 1.9083 -1.3677 1.6503
H5 3.6079 -1.1409 2.2445
H6 2.2312 -0.3142 3.1171
H7 -0.0588 0.3322 3.0468
H8 0.9947 1.8035 2.8317
H9 -0.7756 1.8889 2.5322

Force components x, y, z for each atom (eV/Å):
O 4.90 0.06 -1.66
C -4.80 0.02 1.58
Sm 0.55 -0.68 1.64
O 4.33 1.03 3.27
C -5.10 -1.26 -3.44
C -2.71 3.84 -6.22
O 2.64 -3.05 5.11
C -1.23 -5.41 -3.42
O 1.46 4.59 3.13
C -4.24 5.55 3.05
O 3.99 -4.87 -2.66
C 0.71 -0.95 -0.52
O -1.94 2.07 0.94
P 1.21 -2.20 2.40
O -1.61 1.27 -1.88
C 0.35 -0.67 0.58
O 1.08 -0.42 -2.40
C -0.22 0.26 0.97
H 0.11 -0.04 0.29
H 0.41 0.48 -0.01
H -0.20 -0.25 0.04
H 0.44 0.68 0.19
H -0.59 0.08 0.20
H 0.34 -0.36 -0.52
H 0.26 0.45 -0.62
H -0.41 -0.19 -0.02
H 0.28 -0.04 -0.02

## Properties
Orbital gap (spin up / spin down): 0.2727 / 0.3105 Eh
ΔE to the lowest compared entry with this formula, charge and spin: 0.0 kJ/mol
<S²>: 8.76
2S+1: 6
Energy: -1910.32379 hartree
Maximum force: 7.79 eV/A
HOMO level (spin up / spin down): -21.67 / -21.68 eV
Charge: +3

Q: Look up the maximum force of the second one.
A: 1.29 eV/A